# C3H8O2S

A 2-piece molecular cluster, C3H8O2S overall in a non-equilibrium geometry (ωB97M-V/def2-TZVPD, the Open Molecules 2025 dataset).

Bonds (Å) are listed after each position.
Positions of all 14 atoms, in Å:
1 C -0.779 1.474 0.862  C3 1.538, H7 1.066, H8 1.186, H9 1.076
2 C -0.863 0.458 -1.300  C3 1.281, H10 1.007, H12 1.070
3 C -0.332 1.396 -0.608  C1 1.538, C2 1.281, H13 1.063
4 O 2.255 -1.608 0.119  S6 1.770, H11 0.977
5 O 0.234 -2.515 1.623  S6 1.485
6 S 0.514 -1.849 0.325  O4 1.770, O5 1.485, H14 1.428
7 H -1.571 0.764 0.935  C1 1.066
8 H 0.063 0.808 1.366  C1 1.186
9 H -0.886 2.455 1.290  C1 1.076
10 H -1.629 -0.122 -0.997  C2 1.007
11 H 2.668 -0.838 0.557  O4 0.977
12 H -0.689 0.242 -2.333  C2 1.070
13 H 0.373 2.061 -1.045  C3 1.063
14 H 0.640 -2.726 -0.795  S6 1.428

- energy above the lowest of the compared OMol25 structures with the same formula, charge and spin (kcal/mol) = 80.9
- gap between HOMO and LUMO (eV) = 9.889
- molecular weight (g mol⁻¹) = 108.162
- E_HOMO (eV) = -9.53

# C3H8O2S

A 2-piece molecular cluster, C3H8O2S overall in a non-equilibrium geometry (ωB97M-V/def2-TZVPD, the Open Molecules 2025 dataset).

Bonds (Å) are listed after each position.
Positions of all 14 atoms, in Å:
1 O 3.001 -0.021 1.125  C2 1.195
2 C 2.003 0.297 1.701  O1 1.195, C3 1.489, H6 1.125
3 C 0.731 -0.468 1.814  C2 1.489, C4 1.554, H7 1.088, H8 1.099
4 C 0.325 -1.439 0.670  C3 1.554, S5 1.871, H9 1.081, H10 1.084
5 S -1.507 -1.815 0.652  C4 1.871, H11 1.332
6 H 1.953 1.254 2.293  C2 1.125
7 H -0.102 0.221 1.930  C3 1.088
8 H 0.881 -0.996 2.766  C3 1.099
9 H 0.593 -1.044 -0.300  C4 1.081
10 H 0.716 -2.414 0.937  C4 1.084
11 H -1.933 -1.214 -0.458  S5 1.332
12 H -1.849 1.927 -4.655  O14 0.939
13 H -2.296 3.123 -3.843  O14 0.978
14 O -2.515 2.588 -4.632  H12 0.939, H13 0.978

- energy above the lowest of the compared OMol25 structures with the same formula, charge and spin (kcal/mol) = 28.5
- gap between HOMO and LUMO (eV) = 9.718
- molecular weight (g mol⁻¹) = 108.162
- E_HOMO (eV) = -9.35

# C3H8O2S

A 2-piece molecular cluster, C3H8O2S overall in a non-equilibrium geometry (ωB97M-V/def2-TZVPD, the Open Molecules 2025 dataset).

Bonds (Å) are listed after each position.
Positions of all 14 atoms, in Å:
1 O 1.460 -1.101 0.083  C2 1.219
2 C 1.019 -0.453 -0.851  O1 1.219, C3 1.497, H6 1.093
3 C -0.272 -0.859 -1.491  C2 1.497, C4 1.550, H7 1.090, H8 1.099
4 C -1.470 -0.687 -0.523  C3 1.550, S5 1.831, H9 1.087, H10 1.116
5 S -1.599 0.954 0.278  C4 1.831, H11 1.315
6 H 1.721 0.295 -1.226  C2 1.093
7 H -0.449 -0.139 -2.290  C3 1.090
8 H -0.151 -1.948 -1.572  C3 1.099
9 H -1.226 -1.468 0.192  C4 1.087
10 H -2.348 -0.860 -1.190  C4 1.116
11 H -0.498 0.899 0.995  S5 1.315
12 H 0.592 1.563 2.196  O14 0.960
13 H 1.688 2.078 3.142  O14 0.966
14 O 1.535 1.728 2.255  H12 0.960, H13 0.966

- energy above the lowest of the compared OMol25 structures with the same formula, charge and spin (kcal/mol) = 36.3
- gap between HOMO and LUMO (eV) = 10.140
- molecular weight (g mol⁻¹) = 108.162
- E_HOMO (eV) = -9.48

# C3H8O2S2

C3H8O2S2 in the gas phase in a non-equilibrium geometry (ωB97M-V/def2-TZVPD, the Open Molecules 2025 dataset).

Bonds (Å) are listed after each position.
Positions of all 15 atoms, in Å:
1 C -0.106 1.640 -0.498  C2 1.521, H8 1.089, H9 1.087, H10 1.085
2 C 0.451 0.528 0.377  C1 1.521, C3 1.535, O4 1.400, H11 1.099
3 C 0.282 -0.847 -0.285  C2 1.535, O5 1.361, S6 1.824, S7 2.031
4 O -0.031 0.566 1.691  C2 1.400, H12 0.968
5 O 1.081 -0.878 -1.386  C3 1.361, H13 0.967
6 S 0.664 -2.197 0.881  C3 1.824, H14 1.328
7 S -1.565 -1.228 -1.038  C3 2.031, H15 1.332
8 H -1.195 1.617 -0.488  C1 1.089
9 H 0.236 2.602 -0.125  C1 1.087
10 H 0.236 1.507 -1.519  C1 1.085
11 H 1.541 0.637 0.458  C2 1.099
12 H -0.974 0.785 1.690  O4 0.968
13 H 1.002 -1.726 -1.843  O5 0.967
14 H 0.486 -1.440 1.957  S6 1.328
15 H -2.109 -1.566 0.129  S7 1.332

- energy above the lowest of the compared OMol25 structures with the same formula, charge and spin (kcal/mol) = 28.9
- gap between HOMO and LUMO (eV) = 9.510
- molecular weight (g mol⁻¹) = 140.229
- E_HOMO (eV) = -8.97

# C3H8O3

A 2-piece molecular cluster, C3H8O3 overall in a non-equilibrium geometry (ωB97M-V/def2-TZVPD, the Open Molecules 2025 dataset).

Bonds (Å) are listed after each position.
Positions of all 14 atoms, in Å:
1 C -2.197 -0.314 -0.477  O2 1.433, C3 1.548, H4 1.071, H5 1.138
2 O -2.647 -1.390 0.355  C1 1.433, H6 0.969
3 C -0.917 0.423 -0.013  C1 1.548, H7 1.126, H8 1.086, H9 1.072
4 H -2.199 -0.721 -1.468  C1 1.071
5 H -3.118 0.355 -0.497  C1 1.138
6 H -2.476 -1.194 1.289  O2 0.969
7 H -0.163 -0.347 0.314  C3 1.126
8 H -0.471 0.917 -0.871  C3 1.086
9 H -0.954 1.047 0.857  C3 1.072
10 O 1.970 1.057 -0.287  C11 1.233
11 C 2.970 0.336 -0.288  O10 1.233, O12 1.330, H13 1.131
12 O 3.309 -0.486 0.700  C11 1.330, H14 1.021
13 H 3.706 0.210 -1.137  C11 1.131
14 H 3.186 0.107 1.522  O12 1.021

- energy above the lowest of the compared OMol25 structures with the same formula, charge and spin (kcal/mol) = 38.9
- gap between HOMO and LUMO (eV) = 10.312
- molecular weight (g mol⁻¹) = 92.094
- E_HOMO (eV) = -9.76

# C3H8O3

A 2-piece molecular cluster, C3H8O3 overall in a non-equilibrium geometry (ωB97M-V/def2-TZVPD, the Open Molecules 2025 dataset).

Bonds (Å) are listed after each position.
Positions of all 14 atoms, in Å:
1 C -0.142 -1.696 -1.785  C2 1.601, O12 1.169, O13 1.357
2 C 0.421 -0.934 -0.495  C1 1.601, H5 1.121, H6 1.137, H7 1.076
3 C -0.082 1.729 1.634  H9 1.203, H10 1.105, H11 1.141, O14 1.351
4 H -0.083 -1.473 -3.637  O13 1.019
5 H 0.484 -1.515 0.461  C2 1.121
6 H 1.514 -0.799 -0.777  C2 1.137
7 H -0.082 0.016 -0.473  C2 1.076
8 H -1.461 1.688 2.921  O14 1.038
9 H 0.657 1.037 0.985  C3 1.203
10 H -0.194 2.721 1.160  C3 1.105
11 H 0.560 1.793 2.575  C3 1.141
12 O -0.732 -2.705 -1.783  C1 1.169
13 O 0.373 -1.023 -2.844  C1 1.357, H4 1.019
14 O -1.232 1.161 2.057  C3 1.351, H8 1.038

- energy above the lowest of the compared OMol25 structures with the same formula, charge and spin (kcal/mol) = 43.7
- gap between HOMO and LUMO (eV) = 11.074
- molecular weight (g mol⁻¹) = 92.094
- E_HOMO (eV) = -10.39